Density functional theory data (ωB97M-V with the def2-TZVPD basis set) for one molecule with the formula C21H23N3O4S2 at a distorted geometry.

Each line ends with the Mulliken charge.
Geometry (Å):
S  -4.681106  -1.452731  0.313509  1.026
S  -4.615754  1.721912  -1.277598  -0.271
O  4.292108  1.968898  0.382400  -0.731
O  -3.551448  -1.324568  -0.560830  -0.491
O  -5.153152  -2.776444  0.600887  -0.730
O  5.738656  -0.281063  -0.827927  -0.510
N  -3.215058  1.335802  0.890831  -0.396
N  -1.978218  1.988011  -0.985929  -0.106
N  3.648123  -0.071800  1.087788  0.202
C  5.835244  -0.996447  0.375026  -0.521
C  -3.095488  1.652310  -0.323979  0.507
C  -0.339412  1.674891  0.795854  -0.658
C  1.748809  -1.490317  -2.515141  -0.737
C  1.980934  1.437872  0.204278  0.058
C  2.497252  -1.350386  -1.360473  -0.231
C  0.369508  -1.594975  -2.446027  -0.648
C  -4.432895  -0.490253  1.832477  -0.935
C  -6.039952  -0.376522  -0.244693  -0.937
C  0.976192  1.468109  1.162651  -0.161
C  1.665359  1.710473  -1.121879  -0.928
C  0.353713  1.906301  -1.496794  -1.033
C  1.867383  -1.312117  -0.122443  0.730
C  -0.264864  -1.571849  -1.215571  -0.418
C  -4.514400  0.939557  1.317332  -0.588
C  3.400425  1.151130  0.559593  0.456
C  5.009034  -0.357980  1.499335  -1.107
C  -5.539788  1.006427  0.116848  0.046
C  2.675044  -1.150541  1.142708  -0.988
C  -0.662258  1.851106  -0.545170  0.983
C  0.485908  -1.437281  -0.061113  -0.784
H  2.452724  1.734639  -1.859119  0.491
H  -0.211607  -1.696414  -3.350763  0.445
H  -6.364612  1.684120  0.345303  0.549
H  -5.237276  -0.759593  2.508930  0.354
H  5.694007  0.664331  -0.620050  0.389
H  3.570132  -1.246047  -1.425838  0.407
H  -1.340018  -1.646830  -1.148671  0.555
H  1.222099  1.327751  2.205141  0.518
H  -6.215181  -0.501940  -1.308413  0.489
H  0.109191  2.082814  -2.534290  0.337
H  4.996267  -1.010782  2.375398  0.486
H  -2.088401  2.152144  -1.977110  0.202
H  1.998092  -1.004572  1.993308  0.308
H  -0.012892  -1.416915  0.897271  0.418
H  -1.126799  1.677270  1.529950  0.575
H  -3.462759  -0.697806  2.269063  0.455
H  3.235739  -2.073591  1.320352  0.548
H  5.480387  -2.009463  0.156917  0.289
H  5.465315  0.598613  1.772421  0.460
H  -6.917055  -0.676106  0.322463  0.343
H  6.883090  -1.062929  0.706967  0.407
H  -4.837339  1.617917  2.118161  0.449
H  2.246985  -1.514153  -3.473341  0.428

Forces on atoms 1 to 3 (eV/Å):
-0.6 -0.4 0.4
0.1 0.2 0.1
0.2 0.3 -0.2

Computed properties:
Strongest force on any atom, Eh/bohr: 0.0238
LUMO level, eV: 0.288
Orbital gap, eV: 8.534
SMILES: O=C(c1ccc(NC2=N[C@@H]3CS(=O)(=O)C[C@@H]3S2)cc1)N(CCO)Cc1ccccc1
Calculated total energy, eV: -56481.3791
ΔE to the lowest compared entry with this formula, charge and spin, kcal/mol: 47.64
HOMO level, eV: -8.246